(1)
{
  "formula": "C28H37F10N2O8PS4",
  "method": "ωB97M-V with the def2-TZVPD basis set",
  "elements": ["C", "S", "O", "O", "N", "C", "C", "C", "C", "C", "C", "C", "F", "F", "C", "F", "F", "S", "F", "F", "F", "F", "F", "C", "C", "C", "C", "S", "C", "F", "S", "C", "C", "C", "C", "C", "O", "O", "C", "P", "N", "C", "C", "O", "O", "C", "O", "C", "H", "H", "H", "H", "H", "H", "H", "H", "H", "H", "H", "H", "H", "H", "H", "H", "H", "H", "H", "H", "H", "H", "H", "H", "H", "H", "H", "C", "C", "O", "C", "C", "H", "H", "H", "H", "H", "H", "H", "H", "H", "H"],
  "positions_angstrom": [[-0.32, -1.86, 3.22], [-0.41, -3.22, 1.98], [0.75, -4.18, 2.20], [-1.67, -4.06, 2.22], [-0.31, -2.71, 0.33], [0.31, -1.37, 0.18], [-0.50, -0.03, 0.29], [0.12, 1.38, 0.10], [1.65, 1.43, -0.23], [2.32, 2.89, -0.48], [2.34, 3.09, -2.07], [2.74, 4.57, -2.54], [3.95, 4.86, -1.80], [3.18, 4.61, -3.91], [1.73, 5.73, -2.15], [2.26, 6.94, -2.70], [1.68, 5.98, -0.74], [-0.04, 5.57, -2.74], [0.22, 6.81, -3.85], [-0.46, 6.78, -1.62], [-0.44, 4.41, -1.62], [0.31, 4.48, -3.94], [-1.63, 5.55, -3.24], [2.51, 0.15, -0.36], [4.07, 0.22, -0.68], [4.39, -0.03, -2.25], [4.84, -1.57, -2.55], [3.84, -2.14, -4.03], [1.82, -1.22, -0.15], [2.60, -2.40, -0.26], [-2.32, -0.25, 0.64], [-2.71, -1.75, -0.39], [-4.04, -1.87, -1.19], [-5.17, -0.73, -1.20], [-5.67, -0.28, 0.27], [-5.55, 1.33, 0.40], [-4.54, 1.99, 0.00], [-6.58, 2.12, 1.02], [-4.23, -3.16, -2.05], [-5.74, -3.49, -3.13], [-5.94, -2.16, -4.05], [-3.11, -4.27, -2.07], [-3.25, -5.61, -2.97], [-3.10, -5.16, -4.37], [-2.26, -4.08, -4.42], [-1.78, -4.14, -1.25], [-0.77, -5.15, -1.28], [-1.58, -2.85, -0.41], [-0.42, -2.36, 4.26], [0.69, -1.32, 3.25], [-1.20, -1.14, 3.14], [-0.54, 2.29, 0.21], [3.36, 2.86, 0.01], [1.66, 3.62, 0.10], [3.18, 2.40, -2.47], [1.38, 2.69, -2.54], [4.57, -0.62, -0.07], [4.57, 1.20, -0.36], [3.52, 0.30, -2.91], [5.31, 0.61, -2.50], [4.68, -2.23, -1.63], [5.94, -1.55, -2.90], [3.65, -0.95, -4.74], [-4.73, 0.17, -1.76], [-6.11, -1.03, -1.79], [-6.79, -0.50, 0.41], [-5.09, -0.84, 1.08], [-6.51, 2.99, 0.56], [-6.90, -3.82, -2.35], [-5.51, -4.58, -4.05], [-5.85, -2.44, -5.05], [-4.23, -6.15, -2.79], [-2.35, -6.32, -2.79], [-2.62, -3.41, -5.05], [0.06, -4.76, -1.62], [4.20, -0.31, 6.65], [3.66, 0.37, 5.41], [2.25, 0.37, 5.33], [1.55, 1.02, 6.38], [1.89, 2.49, 6.52], [3.85, -1.34, 6.71], [5.30, -0.30, 6.65], [3.88, 0.19, 7.57], [4.03, -0.16, 4.53], [4.04, 1.40, 5.32], [1.71, 0.49, 7.33], [0.48, 0.92, 6.16], [2.95, 2.65, 6.75], [1.30, 2.95, 7.31], [1.68, 3.02, 5.58]],
  "smiles": "CS(=O)(=O)N1c2c(cc(CCC(F)(F)C(F)(F)S(F)(F)(F)(F)F)c(CCCS)c2F)Sc2c(CCC(=O)O)c([PH2]=N)c(COO)c(O)c21.CCOCC",
  "largest_force_ha_per_bohr": 0.1519,
  "orbital_gap_ev": 7.03,
  "lumo_energy_ev": -1.51
}



(2)
{
  "formula": "C19H20N4O2S",
  "method": "ωB97M-V with the def2-TZVPD basis set",
  "elements": ["N", "C", "S", "N", "N", "C", "C", "C", "C", "O", "O", "C", "C", "N", "C", "C", "C", "C", "C", "C", "C", "C", "C", "C", "C", "C", "H", "H", "H", "H", "H", "H", "H", "H", "H", "H", "H", "H", "H", "H", "H", "H", "H", "H", "H", "H"],
  "positions_angstrom": [[2.52, 2.64, -0.72], [1.49, 3.29, -0.07], [1.67, 4.92, 0.16], [0.31, 2.65, 0.22], [0.12, 1.31, 0.26], [-1.02, 0.79, 0.67], [-1.12, -0.72, 0.87], [-0.85, -1.62, -0.41], [-1.58, -1.04, -1.63], [-2.62, -1.63, -1.89], [-1.14, 0.07, -2.29], [0.63, -1.93, -0.84], [0.65, -3.09, -1.81], [1.59, -3.99, -1.64], [2.34, -3.60, -0.42], [3.73, -3.23, -0.84], [4.33, -2.07, -0.45], [3.72, -1.19, 0.51], [2.42, -1.37, 0.91], [1.56, -2.43, 0.28], [-2.26, 1.60, 0.86], [-3.08, 1.40, 1.99], [-4.25, 2.12, 2.20], [-4.66, 2.97, 1.16], [-3.86, 3.24, 0.05], [-2.68, 2.55, -0.09], [3.37, 3.16, -0.78], [2.57, 1.65, -0.61], [-0.47, 3.22, 0.54], [-2.12, -0.97, 1.22], [-0.42, -0.98, 1.65], [-1.32, -2.60, -0.18], [-0.35, 0.47, -1.86], [1.09, -1.04, -1.37], [-0.05, -3.17, -2.64], [2.45, -4.46, 0.24], [4.20, -3.92, -1.49], [5.35, -1.90, -0.78], [4.30, -0.41, 0.93], [1.93, -0.56, 1.47], [0.97, -2.94, 1.09], [-2.84, 0.70, 2.79], [-4.82, 1.91, 3.09], [-5.58, 3.52, 1.36], [-4.17, 3.94, -0.71], [-2.06, 2.72, -1.00]],
  "smiles": "NC(=S)N/N=C(/C[C@@H](C(=O)O)[C@@H]1C=N[C@H]2C=CC=C[C@@H]12)c1ccccc1",
  "largest_force_ha_per_bohr": 0.0605,
  "orbital_gap_ev": 8.16,
  "de_lowest_ev": 3.961,
  "lumo_energy_ev": -0.29
}



(3)
{
  "formula": "C5H7NO",
  "method": "ωB97M-V with the def2-TZVPD basis set",
  "elements": ["C", "N", "C", "C", "C", "C", "O", "H", "H", "H", "H", "H", "H", "H"],
  "positions_angstrom": [[1.02, 0.07, -1.56], [1.46, -0.98, -0.63], [0.33, -0.17, -0.29], [0.06, 0.51, 1.05], [-1.44, 0.63, 0.74], [-0.97, -0.74, 0.26], [-0.23, -0.84, 1.57], [1.62, 0.98, -1.66], [0.62, -0.31, -2.50], [2.27, -0.71, -0.09], [0.69, 1.19, 1.62], [-1.82, 1.38, 0.03], [-2.05, 0.54, 1.64], [-1.56, -1.56, -0.16]],
  "largest_force_ha_per_bohr": 0.0095,
  "orbital_gap_ev": 10.51,
  "de_lowest_ev": 4.564,
  "lumo_energy_ev": 1.02
}



(4)
{
  "formula": "C4H8NO3",
  "method": "ωB97M-V with the def2-TZVPD basis set",
  "elements": ["C", "C", "O", "N", "H", "H", "H", "H", "H", "C", "C", "O", "O", "H", "H", "H"],
  "positions_angstrom": [[-2.31, -1.92, -1.68], [-1.81, -1.37, -0.36], [-2.39, -1.59, 0.70], [-0.73, -0.57, -0.45], [-0.31, -0.07, 0.36], [-0.23, -0.44, -1.31], [-1.47, -2.11, -2.36], [-2.83, -1.10, -2.18], [-2.93, -2.80, -1.60], [2.16, 1.12, -0.72], [1.82, 1.44, 0.74], [0.60, 1.27, 1.05], [2.73, 1.83, 1.49], [1.37, 1.48, -1.37], [2.19, 0.03, -0.85], [3.17, 1.43, -0.97]],
  "largest_force_ha_per_bohr": 0.0225,
  "orbital_gap_ev": 7.93,
  "de_lowest_ev": 0.463,
  "lumo_energy_ev": 3.43,
  "total_charge": -1
}



(5)
{
  "formula": "C3H10N2O2",
  "method": "ωB97M-V with the def2-TZVPD basis set",
  "elements": ["C", "C", "C", "N", "N", "O", "O", "H", "H", "H", "H", "H", "H", "H", "H", "H", "H"],
  "positions_angstrom": [[-0.17, -0.24, -2.43], [0.30, 0.28, 3.05], [-1.25, 0.59, -2.05], [0.35, 0.31, -0.23], [0.89, -0.47, 1.94], [1.22, 0.47, 0.89], [-0.36, -1.57, -2.52], [0.48, -2.03, -2.64], [-0.12, -0.57, -0.01], [1.80, -0.83, 2.21], [0.77, 0.15, -2.81], [-0.67, 0.67, 2.73], [0.93, 1.11, 3.39], [0.14, -0.42, 3.87], [-0.84, 0.85, -0.87], [-1.24, 1.58, -2.49], [-2.22, 0.11, -2.04]],
  "largest_force_ha_per_bohr": 0.0097,
  "orbital_gap_ev": 8.14,
  "de_lowest_ev": 7.687,
  "lumo_energy_ev": 0.71
}



(6)
{
  "formula": "C26H56N4O5SSi",
  "method": "ωB97M-V with the def2-TZVPD basis set",
  "elements": ["C", "C", "C", "Si", "N", "C", "S", "N", "C", "C", "C", "C", "O", "C", "C", "C", "C", "C", "C", "H", "H", "H", "H", "H", "H", "H", "H", "H", "H", "H", "H", "H", "H", "H", "H", "H", "H", "H", "H", "H", "H", "H", "H", "H", "H", "C", "O", "C", "C", "N", "C", "C", "O", "C", "H", "H", "H", "H", "H", "H", "H", "H", "H", "H", "H", "H", "H", "H", "H", "C", "O", "C", "C", "N", "C", "C", "O", "C", "H", "H", "H", "H", "H", "H", "H", "H", "H", "H", "H", "H", "H", "H", "H"],
  "positions_angstrom": [[7.24, 0.89, 2.60], [6.28, 0.18, 2.72], [5.06, -0.66, 2.82], [3.85, -0.01, 1.49], [4.13, -0.99, 0.03], [5.12, -0.70, -0.57], [6.11, -0.15, -1.67], [2.23, -0.19, 2.11], [1.39, -1.13, 1.33], [0.53, -0.41, 0.26], [-0.78, 0.15, 0.84], [-0.61, 1.20, 1.95], [4.27, 1.59, 1.28], [3.69, 2.20, 0.12], [2.52, 3.16, 0.42], [2.51, 4.19, -0.76], [2.68, 3.97, 1.72], [4.03, 4.75, 1.83], [2.44, 3.16, 3.03], [7.86, 1.70, 2.27], [4.64, -0.45, 3.81], [5.30, -1.72, 2.68], [2.25, -0.50, 3.08], [0.66, -1.56, 2.04], [1.94, -1.99, 0.92], [0.28, -1.16, -0.51], [1.13, 0.36, -0.25], [-1.40, -0.66, 1.25], [-1.31, 0.65, 0.01], [-0.05, 0.82, 2.81], [-0.09, 2.08, 1.56], [-1.60, 1.50, 2.34], [4.47, 2.75, -0.43], [3.34, 1.43, -0.60], [1.58, 2.62, 0.33], [2.58, 3.61, -1.69], [3.41, 4.82, -0.73], [1.61, 4.81, -0.72], [1.89, 4.75, 1.70], [4.81, 4.29, 1.21], [3.85, 5.75, 1.41], [4.33, 4.89, 2.87], [3.43, 2.89, 3.42], [1.93, 2.22, 2.84], [1.96, 3.75, 3.82], [-7.64, -1.63, 1.46], [-7.57, -1.22, 2.81], [-7.15, -2.26, 3.70], [-5.77, -1.97, 4.26], [-4.75, -2.10, 3.23], [-3.43, -1.59, 3.63], [-3.30, -0.10, 3.93], [-3.47, 0.74, 2.80], [-4.81, 1.07, 2.48], [-8.12, -0.82, 0.90], [-6.64, -1.80, 1.04], [-8.25, -2.53, 1.35], [-7.19, -3.24, 3.22], [-7.86, -2.26, 4.53], [-5.56, -2.67, 5.07], [-5.79, -0.95, 4.68], [-5.04, -1.59, 2.40], [-2.75, -1.82, 2.81], [-3.09, -2.16, 4.49], [-2.28, 0.07, 4.27], [-3.95, 0.22, 4.75], [-5.45, 1.12, 3.37], [-5.23, 0.35, 1.77], [-4.81, 2.04, 2.00], [1.05, -0.44, -3.12], [0.97, -0.01, -4.46], [2.06, -0.46, -5.27], [1.58, -1.47, -6.30], [1.20, -2.73, -5.66], [0.49, -3.65, -6.55], [-0.87, -3.22, -7.10], [-1.88, -3.12, -6.11], [-1.93, -1.89, -5.42], [0.27, 0.08, -2.55], [0.86, -1.52, -3.04], [2.02, -0.21, -2.68], [2.87, -0.86, -4.67], [2.44, 0.42, -5.80], [2.38, -1.66, -7.02], [0.73, -1.02, -6.83], [0.60, -2.53, -4.87], [0.34, -4.57, -5.98], [1.15, -3.90, -7.39], [-1.20, -4.00, -7.78], [-0.81, -2.30, -7.69], [-1.62, -1.05, -6.04], [-1.33, -1.94, -4.51], [-2.97, -1.72, -5.11]],
  "largest_force_ha_per_bohr": 0.0440,
  "orbital_gap_ev": 9.18,
  "lumo_energy_ev": 0.50
}



(7)
{
  "formula": "C4H4O2",
  "method": "ωB97M-V with the def2-TZVPD basis set",
  "elements": ["O", "C", "O", "C", "C", "C", "H", "H", "H", "H"],
  "positions_angstrom": [[2.17, -1.02, -0.47], [1.14, -0.40, -0.30], [1.05, 0.98, 0.44], [-0.28, 0.91, 0.51], [-0.96, 0.11, -0.50], [-0.25, -0.83, 0.28], [-0.82, 1.61, 1.14], [-2.04, 0.15, -0.67], [0.54, 0.14, -1.37], [-0.55, -1.65, 0.93]],
  "largest_force_ha_per_bohr": 0.0160,
  "orbital_gap_ev": 7.59,
  "de_lowest_ev": 6.158,
  "lumo_energy_ev": -1.15
}



(8)
{
  "formula": "C17H17NO4",
  "method": "ωB97M-V with the def2-TZVPD basis set",
  "elements": ["C", "C", "O", "C", "C", "C", "C", "C", "C", "O", "N", "C", "C", "C", "C", "C", "C", "O", "C", "C", "O", "C", "H", "H", "H", "H", "H", "H", "H", "H", "H", "H", "H", "H", "H", "H", "H", "H", "H"],
  "positions_angstrom": [[5.09, 2.01, 1.64], [5.59, 1.55, 0.27], [5.56, 0.15, 0.12], [4.38, -0.47, -0.14], [4.44, -1.87, -0.22], [3.31, -2.60, -0.50], [2.09, -1.98, -0.69], [2.01, -0.59, -0.60], [0.75, 0.18, -0.81], [0.75, 1.29, -1.29], [-0.37, -0.49, -0.39], [-1.70, -0.07, -0.42], [-2.12, 1.10, -1.05], [-3.45, 1.46, -1.02], [-4.39, 0.66, -0.39], [-3.99, -0.54, 0.20], [-2.65, -0.89, 0.19], [-4.87, -1.40, 0.80], [-6.22, -1.12, 0.48], [-6.48, 0.38, 0.58], [-5.70, 1.08, -0.37], [3.16, 0.16, -0.34], [5.66, 1.53, 2.42], [4.04, 1.75, 1.77], [5.20, 3.08, 1.73], [6.65, 1.81, 0.17], [5.04, 2.04, -0.53], [5.39, -2.35, -0.06], [3.37, -3.68, -0.58], [1.22, -2.57, -0.94], [-0.22, -1.38, 0.06], [-1.39, 1.74, -1.53], [-3.78, 2.37, -1.49], [-2.36, -1.81, 0.67], [-6.83, -1.68, 1.19], [-6.44, -1.46, -0.54], [-7.53, 0.62, 0.35], [-6.24, 0.73, 1.59], [3.05, 1.23, -0.31]],
  "smiles": "CCOc1cccc(C(=O)Nc2ccc3c(c2)OCCO3)c1",
  "largest_force_ha_per_bohr": 0.0116,
  "orbital_gap_ev": 8.61,
  "de_lowest_ev": 1.130,
  "lumo_energy_ev": 0.71
}



(9)
{
  "formula": "C28H29F6N5O9S2V",
  "method": "ωB97M-V with the def2-TZVPD basis set",
  "elements": ["V", "O", "C", "O", "C", "C", "C", "C", "C", "N", "C", "O", "O", "H", "H", "H", "C", "C", "C", "C", "C", "C", "C", "C", "C", "C", "N", "C", "C", "C", "C", "C", "N", "H", "H", "H", "H", "H", "H", "H", "H", "H", "H", "H", "H", "H", "H", "H", "H", "H", "C", "N", "C", "C", "C", "O", "H", "H", "H", "H", "H", "H", "H", "H", "H", "F", "C", "F", "F", "S", "O", "O", "N", "S", "O", "O", "C", "F", "F", "F"],
  "positions_angstrom": [[0.31, -0.59, -0.77], [1.04, -1.42, 3.13], [1.05, -1.08, 1.96], [0.25, -1.49, 1.02], [2.14, -0.18, 1.40], [3.28, 0.29, 2.02], [4.28, 0.85, 1.21], [4.16, 0.83, -0.17], [3.00, 0.32, -0.72], [2.02, -0.07, 0.08], [2.69, 0.00, -2.18], [3.51, 0.23, -3.04], [1.53, -0.58, -2.32], [3.38, 0.20, 3.09], [5.17, 1.25, 1.67], [4.95, 1.18, -0.83], [-4.14, -1.33, 2.40], [-2.62, -1.31, 2.37], [-2.03, 0.06, 2.62], [-2.04, 0.54, 3.92], [-1.42, 1.73, 4.26], [-0.76, 2.45, 3.28], [-0.72, 2.01, 1.96], [0.03, 2.84, 0.95], [-0.46, 4.29, 0.84], [-1.39, 0.83, 1.63], [-1.35, 0.33, 0.29], [-2.45, 0.16, -0.36], [-2.45, -0.61, -1.55], [-3.41, -0.88, -2.52], [-2.78, -1.64, -3.50], [-1.45, -1.80, -3.09], [-1.25, -1.21, -1.90], [-4.53, -2.34, 2.26], [-4.56, -0.70, 1.61], [-4.52, -0.95, 3.35], [-2.25, -1.71, 1.43], [-2.23, -1.97, 3.15], [-2.52, -0.06, 4.69], [-1.43, 2.08, 5.28], [-0.24, 3.36, 3.54], [-0.02, 2.39, -0.04], [1.09, 2.86, 1.23], [-1.54, 4.32, 0.69], [0.01, 4.79, 0.00], [-0.24, 4.86, 1.75], [-3.38, 0.61, -0.01], [-4.44, -0.53, -2.51], [-3.21, -2.01, -4.42], [-0.63, -2.27, -3.61], [2.60, -4.01, 1.42], [1.37, -4.47, 0.81], [0.61, -5.48, 1.54], [0.88, -3.85, -0.28], [-0.44, -4.35, -0.81], [1.47, -2.90, -0.80], [3.29, -4.85, 1.55], [2.40, -3.54, 2.39], [3.06, -3.27, 0.76], [1.12, -5.67, 2.48], [0.55, -6.42, 0.99], [-0.40, -5.13, 1.77], [-0.51, -5.43, -0.79], [-0.55, -3.99, -1.83], [-1.25, -3.93, -0.22], [-3.03, 2.13, -2.85], [-2.04, 2.98, -2.56], [-2.24, 4.09, -3.27], [-2.13, 3.29, -1.26], [-0.39, 2.22, -2.93], [-0.08, 1.45, -1.73], [-0.57, 1.51, -4.16], [0.42, 3.54, -3.03], [1.82, 3.92, -2.42], [1.86, 5.32, -2.11], [2.32, 2.99, -1.45], [2.91, 3.76, -3.90], [2.69, 4.78, -4.74], [2.67, 2.63, -4.56], [4.19, 3.79, -3.53]],
  "largest_force_ha_per_bohr": 0.0200,
  "spin_multiplicity": 3,
  "orbital_gap_ev": [7.72, 7.62],
  "de_lowest_ev": 0.664,
  "lumo_energy_ev": [2.36, 2.25],
  "total_charge": -1
}



(10)
{
  "formula": "C7H8ClN4O",
  "method": "ωB97M-V with the def2-TZVPD basis set",
  "elements": ["C", "C", "N", "C", "C", "C", "Cl", "N", "C", "O", "N", "N", "C", "H", "H", "H", "H", "H", "H", "H", "H"],
  "positions_angstrom": [[2.72, 1.39, -0.08], [1.35, 0.97, -0.01], [0.34, 1.79, 0.03], [-0.74, 0.98, 0.12], [-2.12, 1.28, 0.06], [-3.04, 0.24, 0.11], [-4.67, 0.58, -0.13], [-2.75, -1.07, 0.15], [-1.47, -1.57, 0.21], [-1.13, -2.68, 0.30], [-0.35, -0.34, 0.19], [0.99, -0.34, 0.10], [1.78, -1.45, -0.16], [2.73, 2.31, -0.68], [3.27, 1.72, 0.83], [3.31, 0.67, -0.54], [-2.51, 2.19, -0.24], [-3.57, -1.67, 0.29], [2.18, -1.27, -1.18], [2.58, -1.38, 0.52], [1.11, -2.35, 0.10]],
  "smiles": "Cc1nc2cc(Cl)[nH+]c(=O)n2n1C",
  "largest_force_ha_per_bohr": 0.0731,
  "orbital_gap_ev": 8.99,
  "de_lowest_ev": 0.367,
  "lumo_energy_ev": -4.04,
  "total_charge": 1
}



(11)
{
  "formula": "C3H3N3S",
  "method": "ωB97M-V with the def2-TZVPD basis set",
  "elements": ["N", "C", "N", "C", "S", "C", "N", "H", "H", "H"],
  "positions_angstrom": [[1.71, 0.55, -2.54], [1.17, 0.43, -1.55], [0.64, 0.07, -0.11], [-0.47, 0.92, 0.20], [-1.35, 0.04, 1.60], [-0.46, -1.36, 1.06], [0.44, -1.21, 0.15], [0.06, 1.79, 0.43], [-1.23, 1.14, -0.67], [-0.51, -2.38, 1.42]],
  "smiles": "N#CN1CSC=N1",
  "largest_force_ha_per_bohr": 0.1351,
  "orbital_gap_ev": 9.44,
  "de_lowest_ev": 3.370,
  "lumo_energy_ev": 0.51
}